Here is a structure of composition C38H45N3O5 in a non-equilibrium geometry from the Open Molecules 2025 dataset. Energies are from ωB97M-V/def2-TZVPD.

Positions of all 91 atoms, in Å:
1 C -6.248 -1.714 6.122
2 N -6.098 -1.407 4.711
3 C -7.363 -1.434 4.004
4 C -4.867 -1.381 4.037
5 C -4.441 -2.463 3.226
6 C -3.293 -2.373 2.447
7 C -2.546 -1.186 2.383
8 C -1.482 -0.991 1.298
9 C -0.033 -1.021 1.768
10 C 0.110 0.033 2.793
11 O -0.189 1.190 2.563
12 O 0.455 -0.322 4.073
13 C 1.407 -1.398 4.240
14 C 2.800 -0.930 3.899
15 C 1.322 -1.852 5.696
16 O 1.009 -2.519 3.426
17 C 0.234 -2.374 2.308
18 O -0.239 -3.372 1.795
19 C -2.914 -0.143 3.243
20 C -4.022 -0.245 4.080
21 H -5.280 -1.654 6.627
22 H -6.952 -1.011 6.591
23 H -6.677 -2.720 6.269
24 H -7.261 -1.078 2.974
25 H -7.786 -2.449 3.994
26 H -8.065 -0.779 4.537
27 H -5.037 -3.377 3.233
28 H -2.966 -3.216 1.831
29 H -1.585 -1.783 0.554
30 H -1.635 -0.006 0.840
31 H 2.791 -0.256 3.041
32 H 3.177 -0.368 4.757
33 H 3.453 -1.791 3.739
34 H 0.284 -2.040 5.988
35 H 1.912 -2.765 5.822
36 H 1.737 -1.062 6.330
37 H -2.342 0.787 3.226
38 H -4.286 0.577 4.746
39 C 2.326 2.056 -6.485
40 N 1.820 2.128 -5.129
41 C 1.371 3.305 -4.600
42 O 1.285 4.370 -5.208
43 C 1.001 3.018 -3.139
44 C -0.436 3.385 -2.775
45 C -0.825 4.807 -3.114
46 C -2.035 5.025 -3.781
47 C -2.406 6.320 -4.146
48 C -1.586 7.402 -3.804
49 C -0.397 7.186 -3.100
50 C -0.010 5.888 -2.755
51 N 1.257 1.577 -2.997
52 C 1.023 0.958 -1.816
53 C 1.427 -0.342 -1.477
54 C 1.345 -1.036 -0.285
55 C 2.144 -2.233 -0.194
56 C 2.886 -2.481 0.983
57 C 3.853 -3.467 1.066
58 C 4.078 -4.323 -0.019
59 C 5.108 -5.405 0.043
60 C 3.299 -4.165 -1.179
61 C 2.363 -3.141 -1.280
62 C 1.954 1.025 -4.179
63 C 1.296 -0.226 -4.778
64 C 3.441 0.749 -3.918
65 H 2.112 2.992 -7.011
66 H 3.412 1.880 -6.491
67 H 1.841 1.233 -7.025
68 H 1.703 3.602 -2.508
69 H -1.122 2.692 -3.291
70 H -0.547 3.223 -1.690
71 H -2.660 4.163 -4.034
72 H -3.328 6.475 -4.707
73 H -1.869 8.410 -4.105
74 H 0.245 8.025 -2.834
75 H 0.927 5.707 -2.221
76 H 0.484 1.547 -1.068
77 H 1.975 -0.850 -2.279
78 H 0.784 -0.719 0.760
79 H 2.751 -1.795 1.814
80 H 4.452 -3.574 1.975
81 H 5.353 -5.743 -0.967
82 H 6.014 -5.047 0.534
83 H 4.765 -6.279 0.607
84 H 3.443 -4.860 -2.017
85 H 1.764 -3.021 -2.191
86 H 0.285 0.018 -5.129
87 H 1.897 -0.567 -5.632
88 H 1.234 -1.031 -4.044
89 H 4.018 1.682 -3.956
90 H 3.580 0.280 -2.943
91 H 3.821 0.070 -4.692

## Properties
Kohn-Sham gap (eV): 5.269
HOMO (eV): -6.734
2S+1: 1
E_LUMO (eV): -1.465

Mulliken atomic charges, in units of e:
1. C -1.00
2. N 0.25
3. C -1.07
4. C -0.03
5. C -0.41
6. C -0.59
7. C 0.23
8. C -1.47
9. C 2.94
10. C -0.35
11. O -0.71
12. O -0.36
13. C 1.85
14. C -1.71
15. C -1.75
16. O -0.31
17. C -0.38
18. O -0.71
19. C -0.38
20. C -0.47
21. H 0.32
22. H 0.31
23. H 0.29
24. H 0.29
25. H 0.34
26. H 0.34
27. H 0.39
28. H 0.38
29. H 0.46
30. H 0.57
31. H 0.33
32. H 0.52
33. H 0.25
34. H 0.41
35. H 0.36
36. H 0.38
37. H 0.40
38. H 0.43
39. C -0.98
40. N 0.26
41. C 0.22
42. O -0.70
43. C 0.50
44. C -0.89
45. C 0.60
46. C -0.49
47. C -0.57
48. C -0.43
49. C -0.67
50. C -0.17
51. N 0.65
52. C 0.28
53. C -0.49
54. C -0.15
55. C 0.02
56. C 0.37
57. C -0.61
58. C 1.05
59. C -1.51
60. C -0.91
61. C -0.64
62. C 0.09
63. C -1.42
64. C -1.41
65. H 0.35
66. H 0.32
67. H 0.30
68. H 0.06
69. H 0.36
70. H 0.43
71. H 0.32
72. H 0.38
73. H 0.37
74. H 0.37
75. H 0.32
76. H 0.78
77. H 0.05
78. H -1.04
79. H -0.08
80. H 0.38
81. H 0.39
82. H 0.37
83. H 0.29
84. H 0.32
85. H 0.46
86. H 0.36
87. H 0.49
88. H 0.26
89. H 0.43
90. H 0.26
91. H 0.42

Here is an isolated molecule of C4H8N4 in a non-equilibrium geometry from the Open Molecules 2025 dataset. Energies are from ωB97M-V/def2-TZVPD.

Positions of all 16 atoms, in Å:
1 C 0.214 -1.741 0.039
2 C 0.908 0.532 0.324
3 C -0.131 1.687 0.002
4 C -0.090 0.355 -0.704
5 H -2.745 -0.174 -0.720
6 H -2.254 0.289 0.824
7 H -0.199 -2.767 0.394
8 H 3.166 -0.194 0.125
9 H 0.647 0.570 1.520
10 H -0.561 1.776 1.203
11 H 0.020 2.496 -0.827
12 H 0.458 0.315 -1.607
13 N -2.189 -0.743 0.182
14 N -0.850 -0.860 -0.534
15 N 1.517 -1.403 0.006
16 N 2.090 -0.138 -0.227

## Properties
Kohn-Sham gap (eV): 9.060
HOMO (eV): -8.387
2S+1: 1
E_LUMO (eV): 0.673

Mulliken atomic charges, in units of e:
1. C -0.07
2. C -0.04
3. C -0.59
4. C -0.03
5. H 0.31
6. H 0.28
7. H 0.33
8. H 0.33
9. H 0.12
10. H 0.20
11. H 0.26
12. H 0.30
13. N -0.66
14. N 0.05
15. N -0.48
16. N -0.31

Here is a cluster of 8 separate species, C32H85BO25PS7 in total in a non-equilibrium geometry from the Open Molecules 2025 dataset. Energies are from ωB97M-V/def2-TZVPD.

Positions of all 151 atoms, in Å:
1 C -1.303 -2.612 4.333
2 C -2.187 -3.238 3.071
3 C -1.582 -2.760 1.624
4 C -2.758 -2.259 0.546
5 O -3.660 -1.239 1.098
6 P -3.144 0.387 0.705
7 C -2.471 0.512 2.485
8 C -3.096 1.726 3.390
9 O -3.671 0.342 -0.920
10 C -4.906 -0.317 -1.233
11 C -6.297 0.404 -0.658
12 C -6.846 -0.537 0.567
13 B -2.563 2.225 0.384
14 O -3.517 3.026 -0.461
15 O -1.325 2.812 0.931
16 C -0.206 2.675 -0.047
17 C 0.932 1.735 0.722
18 H -1.970 -2.068 5.138
19 H -0.685 -3.496 4.810
20 H -0.589 -1.767 3.890
21 H -3.276 -2.765 3.191
22 H -2.299 -4.394 3.210
23 H -1.125 -3.742 1.121
24 H -0.684 -2.002 1.699
25 H -3.428 -3.233 0.380
26 H -2.316 -2.007 -0.517
27 H -1.804 -0.055 0.300
28 H -4.387 0.985 1.220
29 H -1.291 0.674 2.433
30 H -2.638 -0.485 3.075
31 H -2.317 2.611 3.450
32 H -4.179 2.062 3.103
33 H -3.173 1.304 4.504
34 H -4.932 -1.504 -1.109
35 H -5.041 -0.193 -2.418
36 H -5.976 1.457 -0.201
37 H -7.072 0.562 -1.540
38 H -6.219 -0.227 1.531
39 H -7.999 -0.379 0.691
40 H -6.624 -1.672 0.303
41 H -3.525 3.982 -0.119
42 H -0.651 2.169 -1.005
43 H 0.260 3.734 -0.222
44 H 0.737 1.907 1.882
45 H 2.036 2.037 0.446
46 H 0.680 0.617 0.482
47 O -6.604 -4.811 -0.239
48 S -5.782 -5.945 -0.607
49 O -4.338 -5.881 -0.608
50 O -6.283 -6.512 -2.053
51 C -6.310 -5.620 -3.158
52 C -4.915 -5.336 -3.682
53 C -6.274 -7.342 0.371
54 H -6.831 -4.693 -2.894
55 H -6.895 -6.106 -3.949
56 H -4.321 -4.784 -2.947
57 H -4.957 -4.735 -4.596
58 H -4.382 -6.269 -3.893
59 H -7.362 -7.428 0.350
60 H -5.931 -7.172 1.393
61 H -5.803 -8.240 -0.033
62 O -2.832 -7.097 6.940
63 S -1.594 -6.352 7.041
64 O -1.091 -5.544 5.954
65 O -0.410 -7.362 7.535
66 C -0.151 -8.530 6.769
67 C 0.579 -8.203 5.480
68 C -1.658 -5.342 8.499
69 H -1.080 -9.075 6.571
70 H 0.483 -9.182 7.382
71 H -0.051 -7.613 4.807
72 H 0.866 -9.118 4.953
73 H 1.478 -7.611 5.683
74 H -1.999 -5.949 9.340
75 H -2.363 -4.530 8.311
76 H -0.664 -4.933 8.690
77 O 2.709 0.383 -6.249
78 S 2.536 1.474 -5.312
79 O 2.582 1.275 -3.881
80 O 1.165 2.278 -5.686
81 C -0.054 1.552 -5.734
82 C -0.559 1.211 -4.345
83 C 3.681 2.765 -5.729
84 H 0.056 0.651 -6.348
85 H -0.791 2.194 -6.233
86 H 0.114 0.510 -3.841
87 H -1.549 0.748 -4.393
88 H -0.615 2.110 -3.722
89 H 3.630 2.955 -6.802
90 H 4.682 2.424 -5.454
91 H 3.425 3.661 -5.160
92 O -4.456 -10.350 0.580
93 S -3.029 -10.103 0.541
94 O -2.203 -10.538 -0.563
95 O -2.364 -10.631 1.934
96 C -2.558 -11.988 2.306
97 C -1.706 -12.925 1.471
98 C -2.747 -8.369 0.794
99 H -3.618 -12.257 2.247
100 H -2.260 -12.079 3.358
101 H -2.022 -12.919 0.423
102 H -1.784 -13.953 1.838
103 H -0.656 -12.617 1.493
104 H -3.335 -8.032 1.650
105 H -3.065 -7.843 -0.110
106 H -1.682 -8.205 0.963
107 O 3.394 6.345 -4.369
108 S 2.476 6.756 -3.327
109 O 1.233 7.433 -3.620
110 O 3.296 7.625 -2.214
111 C 4.008 8.776 -2.644
112 C 3.073 9.931 -2.948
113 C 2.115 5.353 -2.303
114 H 4.641 8.540 -3.506
115 H 4.676 9.065 -1.823
116 H 2.439 9.710 -3.812
117 H 3.639 10.841 -3.173
118 H 2.409 10.125 -2.100
119 H 3.049 4.852 -2.040
120 H 1.476 4.677 -2.876
121 H 1.588 5.693 -1.410
122 O 7.382 -0.353 -3.067
123 S 6.496 0.736 -2.707
124 O 6.098 1.750 -3.658
125 O 7.078 1.469 -1.370
126 C 8.403 1.980 -1.400
127 C 8.492 3.256 -2.215
128 C 5.029 0.055 -1.976
129 H 9.101 1.222 -1.772
130 H 8.686 2.200 -0.363
131 H 8.289 3.065 -3.274
132 H 9.492 3.696 -2.141
133 H 7.754 3.988 -1.871
134 H 5.313 -0.686 -1.228
135 H 4.449 -0.419 -2.772
136 H 4.450 0.864 -1.527
137 O 5.746 11.754 -1.488
138 S 6.012 12.076 -0.101
139 O 4.960 12.147 0.888
140 O 6.885 13.454 -0.038
141 C 6.360 14.618 -0.661
142 C 5.229 15.223 0.148
143 C 7.269 10.980 0.505
144 H 6.041 14.397 -1.685
145 H 7.179 15.344 -0.726
146 H 4.360 14.558 0.175
147 H 4.906 16.176 -0.285
148 H 5.540 15.391 1.185
149 H 8.090 10.945 -0.213
150 H 6.823 9.988 0.614
151 H 7.613 11.339 1.476

## Properties
Net charge: -1
Kohn-Sham gap (eV): 5.267
HOMO (eV): -3.851
2S+1: 1
E_LUMO (eV): 1.415

Here are the Mulliken charges for atoms 1 to 99, given in e:
1. C -0.80
2. C -0.11
3. C -0.46
4. C -0.04
5. O -0.54
6. P 1.03
7. C 0.37
8. C -0.97
9. O -0.40
10. C -0.20
11. C -0.33
12. C -0.41
13. B 1.27
14. O -0.79
15. O -0.48
16. C 0.47
17. C -0.80
18. H 0.16
19. H 0.18
20. H 0.28
21. H 0.07
22. H 0.32
23. H 0.30
24. H 0.13
25. H -0.17
26. H 0.26
27. H -0.54
28. H -0.80
29. H -0.17
30. H -0.14
31. H 0.16
32. H 0.18
33. H 0.34
34. H -0.10
35. H 0.21
36. H 0.14
37. H 0.35
38. H 0.04
39. H 0.33
40. H -0.03
41. H 0.25
42. H 0.08
43. H -0.14
44. H 0.23
45. H 0.23
46. H 0.13
47. O -0.65
48. S 1.38
49. O -0.55
50. O -0.36
51. C -0.30
52. C -0.93
53. C -1.05
54. H 0.31
55. H 0.28
56. H 0.21
57. H 0.39
58. H 0.26
59. H 0.38
60. H 0.36
61. H 0.24
62. O -0.66
63. S 1.15
64. O -0.49
65. O -0.27
66. C -0.32
67. C -0.95
68. C -0.98
69. H 0.30
70. H 0.26
71. H 0.25
72. H 0.38
73. H 0.27
74. H 0.35
75. H 0.37
76. H 0.31
77. O -0.71
78. S 1.15
79. O -0.44
80. O -0.23
81. C -0.51
82. C -0.88
83. C -0.57
84. H 0.34
85. H 0.31
86. H 0.29
87. H 0.46
88. H 0.16
89. H 0.35
90. H 0.27
91. H 0.07
92. O -0.65
93. S 1.21
94. O -0.62
95. O -0.17
96. C -0.37
97. C -0.98
98. C -0.87
99. H 0.31